[1]
Here is a molecular structure, C13H25Cl2KN3NbO3 from OMol25. Energies are from ωB97M-V with the def2-TZVPD basis set.

Output
HOMO energy (alpha / beta)   -15.97 / -15.97 eV
Total charge   +2
E   -2476.99267 Ha
Gap between HOMO and LUMO (alpha / beta)   0.1636 / 0.1635 Eh
LUMO (alpha / beta)   -11.5 / -11.5 eV

Positions of all 48 atoms, in Å:
N  0.601265  0.719567  -1.415429
C  1.455658  3.352232  -3.044527
O  2.528632  3.452435  -3.426859
K  3.072029  -0.470515  -1.468214
Nb  -0.020792  0.010871  0.060110
N  0.548865  -1.986243  -0.234641
N  -2.032412  0.247437  -0.235354
C  0.157667  -2.884926  -1.359824
C  -2.814009  0.934469  -1.276103
C  0.900160  -4.259633  -1.336836
C  -1.360086  -3.151990  -1.243610
C  0.453199  -2.249807  -2.727430
C  -2.494859  2.442070  -1.251665
C  -4.338685  0.742901  -1.072106
C  -2.448295  0.375346  -2.654750
H  1.965088  -4.151916  -1.070409
H  0.882718  -4.731693  -2.338529
H  0.427188  -4.984247  -0.652584
H  -1.589501  -3.604480  -0.261558
H  -1.709581  -3.820890  -2.055278
H  -1.902334  -2.189408  -1.294691
H  0.063556  -1.227737  -2.801631
H  -0.038300  -2.852927  -3.512793
H  1.532443  -2.243899  -2.972847
H  -2.662763  2.840819  -0.238176
H  -3.153206  2.970447  -1.966672
H  -1.441095  2.607511  -1.527019
H  -4.688503  1.283821  -0.175289
H  -4.570484  -0.331900  -0.979442
H  -4.877862  1.139101  -1.954417
H  -3.024803  0.913033  -3.427400
H  -2.704620  -0.696250  -2.689361
H  -1.374144  0.505800  -2.845778
C  0.688276  -2.668174  1.057756
H  1.418180  -2.136806  1.683459
H  -0.250918  -2.764532  1.638662
H  1.096293  -3.685251  0.940688
C  -2.729035  -0.048015  1.007380
H  -1.987957  -0.392556  1.752716
H  -3.248326  0.828556  1.437396
H  -3.465244  -0.861459  0.881920
Cl  2.265894  3.865427  2.162158
C  2.688357  2.208938  2.671635
Cl  2.014615  1.731851  4.245877
C  2.146482  1.225496  1.631057
O  2.924225  0.538080  0.932327
O  0.840505  1.153581  1.533037
H  3.770435  2.148271  2.726317

Atoms 1-2, force components in eV/Å:
N -0.94 -0.81 1.59
C 2.14 0.28 -0.79



[2]
Here is a molecular structure, C38H46BaF3N3O7SSi from OMol25. Energies are from ωB97M-V with the def2-TZVPD basis set.

Output
HOMO energy   -2.46 eV
Total charge   -2
E   -3179.72880 Ha
Gap between HOMO and LUMO   0.2393 Eh
LUMO   4.1 eV

Positions of all 100 atoms, in Å:
Ba  -1.028635  1.207965  1.360582
N  2.199665  1.052765  3.459682
C  1.752565  2.092365  4.383682
C  0.219465  2.372765  4.301582
O  -0.331135  2.729865  5.345482
O  -0.309135  2.216065  3.177782
H  1.391465  0.508765  3.165882
H  2.825565  0.399765  3.919482
H  2.258065  3.029365  4.112782
H  1.992665  1.869665  5.430582
C  2.765665  1.803165  0.072882
C  2.743665  0.503565  -0.746118
C  3.467665  0.736765  -2.078318
C  3.427365  -0.622035  0.035282
O  1.395365  0.167565  -0.970318
Si  0.712365  -0.960435  -1.951418
S  -1.248735  -1.140435  -1.391418
O  1.684665  -2.291935  -1.850318
C  1.696365  -3.465135  -2.607618
C  2.551065  -3.261435  -3.868918
C  0.286365  -3.897035  -3.017118
C  2.320365  -4.556535  -1.723918
O  0.965965  -0.583135  -3.553718
C  0.192065  0.163765  -4.446018
C  1.142465  0.630365  -5.561518
C  -0.917735  -0.724435  -5.027018
C  -0.444235  1.381965  -3.780418
H  3.759865  2.250065  0.057882
H  2.476765  1.609765  1.105282
H  2.049665  2.500065  -0.355418
H  4.495565  1.053565  -1.902618
H  2.948365  1.507965  -2.643518
H  3.466165  -0.177635  -2.664218
H  4.443765  -0.344835  0.311782
H  3.445665  -1.520735  -0.572718
H  2.850165  -0.834535  0.932182
H  2.179865  -2.394035  -4.405518
H  2.494665  -4.140535  -4.508118
H  3.591565  -3.082735  -3.605818
H  -0.131135  -3.175235  -3.710418
H  -0.351535  -3.914735  -2.139118
H  0.299965  -4.882935  -3.481318
H  3.330565  -4.278335  -1.431918
H  2.351865  -5.508235  -2.252518
H  1.724665  -4.663935  -0.822518
H  1.602965  -0.224135  -6.054818
H  1.933065  1.243165  -5.137218
H  0.596265  1.220865  -6.292918
H  -0.493135  -1.555735  -5.589018
H  -1.551935  -0.138335  -5.689518
H  -1.504635  -1.116735  -4.197818
H  0.296565  1.896065  -3.177318
H  -1.246535  1.060965  -3.123018
H  -0.827035  2.066165  -4.534218
F  2.636065  7.191065  -5.828318
C  2.235365  5.892465  -5.933718
F  1.500565  5.847165  -7.061818
F  3.369365  5.210165  -6.215518
C  1.538865  5.403465  -4.715218
C  0.165865  5.177265  -4.697318
C  -0.435635  4.724565  -3.545818
C  0.311465  4.454065  -2.386518
C  1.689865  4.733965  -2.414118
C  2.293165  5.201965  -3.558618
C  -0.275835  3.848665  -1.252818
C  -0.736635  3.219865  -0.313718
H  -0.411035  5.348665  -5.595218
H  -1.497335  4.535065  -3.531218
H  2.278265  4.563565  -1.525318
H  3.356065  5.403265  -3.588118
O  0.694465  -2.349135  3.107882
C  -0.441535  -1.925635  3.168782
N  -1.484335  -2.639535  3.764082
C  -2.582535  -1.735635  4.027282
C  -2.148935  -0.559135  3.079982
O  -2.885735  0.364865  2.780182
N  -0.910535  -0.751135  2.697482
C  -3.928735  -2.284935  3.666982
C  -4.062435  -3.433035  2.894682
C  -5.311335  -3.978735  2.661382
C  -6.444635  -3.374535  3.179582
C  -6.324035  -2.196935  3.898982
C  -5.076435  -1.653335  4.139182
C  -2.523535  -1.342835  5.492482
C  -1.975835  -0.145035  5.925782
C  -1.803535  0.093065  7.279882
C  -2.175735  -0.860635  8.211182
C  -2.744835  -2.051135  7.786982
C  -2.917935  -2.289035  6.437082
H  -1.261235  -3.371235  4.422482
H  -3.177735  -3.892935  2.481282
H  -5.402235  -4.884435  2.076382
H  -7.419435  -3.810935  3.008882
H  -7.208235  -1.705735  4.283782
H  -4.980935  -0.733035  4.695282
H  -1.680135  0.614265  5.218782
H  -1.360835  1.028865  7.587082
H  -2.019335  -0.686135  9.267982
H  -3.042635  -2.801335  8.509482
H  -3.360835  -3.219335  6.105082

Atoms 1-2, force components in eV/Å:
Ba -0.19 0.59 -5.23
N -0.16 -0.34 -0.02



[3]
Here is a single C5H12N molecule from OMol25. Energies are from ωB97M-V with the def2-TZVPD basis set.

Output
HOMO energy (alpha / beta)   -8.22 / -9.25 eV
Relative energy (zero: lowest compared OMol25 entry of this formula, charge and spin)   15.15 kcal per mole
2S+1   2
E   -252.36161 Ha
Gap between HOMO and LUMO (alpha / beta)   0.3476 / 0.3458 Eh
LUMO (alpha / beta)   1.2 / 0.2 eV

Positions of all 18 atoms, in Å:
C  -1.579327  0.727521  -0.489703
C  -1.065396  0.513174  0.896960
C  0.190733  -0.240410  0.869142
C  1.366367  0.326237  0.146142
C  2.439809  -0.678191  -0.105136
N  -1.427908  -0.578653  -1.196931
H  -2.545399  1.115347  -0.484756
H  -0.897410  1.456972  -1.036051
H  -0.988411  1.491929  1.437013
H  -1.771105  -0.078717  1.486510
H  0.483802  -0.589244  1.879601
H  1.710555  1.281209  0.625878
H  2.048766  -1.703873  -0.392544
H  3.019521  -0.340240  -0.916199
H  3.126362  -0.851621  0.679536
H  1.021929  0.566944  -0.904689
H  -1.009144  -1.117520  -0.486538
H  -2.317222  -1.070602  -1.413674

Atoms 1-2, force components in eV/Å:
C 2.26 -0.28 -1.69
C -0.82 0.63 0.86